Entry P
The following is a quantum chemistry calculation of an isolated ion of composition C3H7N2OS and charge +1, from the OMol25 dataset.

Output
LUMO = -0.1736 hartree
E_HOMO = -13.9215 eV
net charge = +1
orbital gap = 9.197 eV

The geometry in XYZ format:
```
14
C3H7N2OS, DFT ωB97M-V/def2-TZVPD
C 0.8510 -0.9119 -0.0470
C -0.8840 1.1525 -0.1397
C 0.4996 1.6319 0.3032
N -1.0462 -0.1455 0.4243
N 1.2983 -2.1116 0.0480
O -1.8049 -1.0109 -0.2641
S 1.7346 0.4633 -0.2928
H -1.6675 1.5973 0.5414
H -1.0057 1.1248 -1.1725
H 0.6922 2.5899 -0.0769
H 0.4203 1.6217 1.3294
H 0.6173 -2.7616 0.4222
H 2.2827 -2.3121 0.1088
H -1.9878 -0.9280 -1.1842
```


Entry Q
The following is a quantum chemistry calculation of an isolated ion of composition C3H7N2OS and charge +1, from the OMol25 dataset.

Output
LUMO = -0.2390 hartree
E_HOMO = -14.2080 eV
net charge = +1
structure (SMILES) = C=CCS[N+](N)=O
orbital gap = 7.705 eV

The geometry in XYZ format:
```
14
C3H7N2OS, DFT ωB97M-V/def2-TZVPD
C -2.6407 -0.2238 0.5421
C -1.5400 -0.2378 -0.1546
C -0.3689 0.4326 0.3846
S 1.0100 -0.7367 0.1824
N 2.2681 0.2312 0.3259
N 3.5219 -0.5011 -0.6305
O 2.4787 1.2610 0.8144
H -3.5938 -0.5812 0.1870
H -2.6985 0.0060 1.5889
H -1.4372 -0.9235 -1.0159
H -0.6164 0.7623 1.4521
H -0.0804 1.3055 -0.0118
H 4.1425 -1.0747 -0.0593
H 4.2114 0.2265 -0.8532
```


Decreasing stability: entry P, entry Q


Entry P
The following is a quantum chemistry calculation of a 2-piece molecular cluster, C4H13N4O overall, from the OMol25 dataset.

Output
LUMO = -0.1083 hartree
E_HOMO = -13.1343 eV
net charge = +1
orbital gap = 10.188 eV

The geometry in XYZ format:
```
22
C4H13N4O, DFT ωB97M-V/def2-TZVPD
C 0.3849 1.1257 -2.7007
C -0.9905 1.3428 -0.6750
N -2.3116 1.5749 -0.2727
N -0.8854 1.1790 -1.9745
N -0.0675 1.4970 0.2439
H -2.9305 2.1464 -0.8376
H -2.6523 1.2483 0.5954
H -1.5884 1.6456 -2.5685
H 0.9136 1.3734 -0.0103
H -0.1959 1.7057 1.2852
H 0.7047 2.1437 -2.9288
H 0.3032 0.5124 -3.5753
H 1.0205 0.3848 -2.1847
C 1.3255 -2.4020 2.5317
C 0.7949 -1.6656 1.3866
O 0.1891 -0.6108 1.5192
N 1.2518 -2.0199 0.1324
H 1.0027 -1.7143 -0.7859
H 2.0676 -2.5791 -0.0269
H 0.7528 -2.2581 3.4489
H 2.3764 -2.1711 2.8791
H 1.5793 -3.4913 2.2794
```


Entry Q
The following is a quantum chemistry calculation of a 2-piece molecular cluster, C4H13N4O overall, from the OMol25 dataset.

Output
LUMO = -0.0938 hartree
E_HOMO = -13.3933 eV
net charge = +1
orbital gap = 10.840 eV

The geometry in XYZ format:
```
22
C4H13N4O, DFT ωB97M-V/def2-TZVPD
C 0.6785 -1.9003 3.1292
C 0.1057 -1.5504 0.7020
N 0.5292 -1.5705 -0.5637
N 0.9732 -1.6992 1.6996
N -1.1891 -1.4257 0.9611
H 1.4943 -1.3251 -0.7133
H -0.0812 -1.1169 -1.2484
H 1.9221 -1.9144 1.4415
H -1.5795 -1.2835 1.8748
H -1.8523 -1.4268 0.2303
H 1.5082 -1.3889 3.6248
H 0.5230 -2.9468 3.3448
H -0.0848 -1.1834 3.4360
C 0.7149 2.3462 -2.3351
C -0.5515 1.8351 -1.7020
O -0.6671 0.6633 -1.3278
N -1.5956 2.6790 -1.6829
H 0.5347 2.3941 -3.4043
H 1.5152 1.6139 -2.2306
H -2.4397 2.3947 -1.2177
H -1.5336 3.5561 -2.1519
H 1.0754 3.2496 -1.8664
```


Decreasing stability: entry Q, entry P


Entry P
The following is a quantum chemistry calculation of one molecule with the formula C10H14N4O5, from the OMol25 dataset.

Output
LUMO = 0.0114 hartree
E_HOMO = -8.7299 eV
structure (SMILES) = N[C@@H](Cc1c[nH]cn1)C(=O)N[C@@H](CC(=O)O)C(=O)O
orbital gap = 9.039 eV

The geometry in XYZ format:
```
33
C10H14N4O5, DFT ωB97M-V/def2-TZVPD
N 0.3532 3.4043 -1.0550
C -0.2832 2.4247 -0.2316
C -1.6719 1.8279 -0.7458
C -2.0527 0.6770 0.1744
C -2.9223 -0.3200 -0.1259
N -2.7096 -1.2067 0.8627
C -2.0649 -0.5750 1.8530
N -1.5295 0.5357 1.4789
C 0.7446 1.3152 0.2882
O 1.2762 1.4418 1.3674
N 0.9370 0.3123 -0.5172
C 1.6046 -0.8212 0.1895
C 1.6119 -2.0779 -0.7739
C 0.1523 -2.6081 -0.7120
O -0.4023 -2.8492 -1.7529
O -0.5224 -2.6734 0.4122
C 3.0310 -0.4706 0.5978
O 3.5071 -0.9085 1.6276
O 3.6694 0.3003 -0.2376
H 1.1108 3.0774 -1.6170
H 0.6184 4.2008 -0.4901
H -0.3306 2.8969 0.7171
H -2.4987 2.4882 -0.7723
H -1.5268 1.3707 -1.7654
H -3.4615 -0.5635 -1.0303
H -3.5559 -1.8009 1.0831
H -1.9394 -1.0359 2.7972
H 0.5182 0.1918 -1.4230
H 1.0042 -1.0372 1.1039
H 2.3039 -2.7894 -0.2526
H 1.9527 -1.8695 -1.7527
H -1.3925 -3.1719 0.3718
H 4.4687 0.3140 0.3305
```


Entry Q
The following is a quantum chemistry calculation of one molecule with the formula C10H14N4O5, from the OMol25 dataset.

Output
LUMO = 0.0116 hartree
E_HOMO = -8.9826 eV
structure (SMILES) = N[C@@H](Cc1c[nH]cn1)C(=O)N[C@@H](CC(=O)O)C(=O)O
orbital gap = 9.298 eV

The geometry in XYZ format:
```
33
C10H14N4O5, DFT ωB97M-V/def2-TZVPD
N -2.8034 -2.7096 0.0827
C -2.0992 -1.4778 -0.3815
C -3.0560 -0.2990 -0.0691
C -2.3505 0.9554 -0.1952
C -2.0270 1.8904 0.7372
N -1.1421 2.7796 0.1315
C -0.9910 2.3084 -1.1318
N -1.6834 1.2416 -1.3962
C -0.7622 -1.3040 0.3887
O -0.6577 -1.7556 1.5187
N 0.2651 -0.7089 -0.2878
C 1.5368 -0.4547 0.3373
C 2.6052 -0.5534 -0.7326
C 4.0207 -0.4377 -0.1955
O 4.3052 -0.0766 0.9092
O 4.9888 -0.6841 -1.1423
C 1.5658 0.9495 0.9429
O 1.6284 1.9428 0.2247
O 1.3785 0.9358 2.2588
H -2.3472 -3.6122 -0.1521
H -2.8544 -2.7098 1.0877
H -1.8948 -1.5515 -1.4582
H -3.4850 -0.4455 0.9855
H -3.9323 -0.4507 -0.7535
H -2.1925 1.9723 1.7980
H -0.4304 3.2670 0.6502
H -0.3544 2.8601 -1.8337
H 0.0634 -0.2362 -1.1578
H 1.7383 -1.2334 1.0888
H 2.5142 -1.5762 -1.1665
H 2.4304 0.1461 -1.5975
H 4.6015 -0.8307 -2.0211
H 1.4212 1.8586 2.5308
```


Decreasing stability: entry Q, entry P


Entry P
The following is a quantum chemistry calculation of a 3-piece molecular cluster, C4H14NO2 overall, from the OMol25 dataset.

Output
LUMO = -0.1342 hartree
E_HOMO = -13.1064 eV
net charge = +1
orbital gap = 9.455 eV

The geometry in XYZ format:
```
21
C4H14NO2, DFT ωB97M-V/def2-TZVPD
C -0.9502 1.2969 -0.8456
C -1.0428 0.6382 0.5461
C 0.2874 0.2429 1.0839
C 1.3254 0.7521 1.8302
N 0.7734 -0.9375 0.2029
H -1.8229 1.9213 -1.0097
H -0.1205 2.0094 -0.9238
H -0.7985 0.5289 -1.5844
H -1.5102 1.4034 1.2336
H -1.6247 -0.2674 0.5964
H 1.5231 1.8168 1.7803
H 1.8584 0.0563 2.5721
H 1.6104 -1.3693 0.7017
H 1.0399 -0.5948 -0.7751
H -0.1047 -1.5481 0.1633
H -1.7732 -2.2790 1.1602
H -2.5499 -2.6676 -0.0534
O -1.6390 -2.4213 0.2344
H 2.1973 -0.0116 -2.8176
H 1.7100 1.1916 -1.9851
O 1.6115 0.2389 -2.1106
```


Entry Q
The following is a quantum chemistry calculation of a 3-piece molecular cluster, C4H14NO2 overall, from the OMol25 dataset.

Output
LUMO = -0.1166 hartree
E_HOMO = -13.6960 eV
net charge = +1
orbital gap = 10.522 eV

The geometry in XYZ format:
```
21
C4H14NO2, DFT ωB97M-V/def2-TZVPD
C -3.4947 0.0477 0.2481
C -2.4012 -0.8710 0.8636
C -1.0781 -0.3035 0.6139
C -0.5998 0.0910 -0.5623
N 0.8603 0.3772 -0.6516
H -3.0814 0.9665 -0.1569
H -4.3630 0.1113 0.9206
H -4.0097 -0.2349 -0.7156
H -2.4487 -1.8098 0.2915
H -2.5181 -1.0844 1.8944
H -0.3924 -0.1327 1.4513
H -1.1627 0.3414 -1.4568
H 1.4014 -0.5041 -0.5574
H 1.0636 0.8692 -1.5163
H 1.3437 0.8876 0.0992
H 3.5671 1.7095 -1.2170
H 3.8208 1.9553 0.2348
O 3.2768 1.4059 -0.3449
H 3.4112 -2.0643 0.0926
H 3.7737 -0.5781 0.2046
O 3.0313 -1.1797 0.2642
```


Entry R
The following is a quantum chemistry calculation of a 2-piece molecular cluster, C4H14NO2 overall, from the OMol25 dataset.

Output
LUMO = -0.1066 hartree
E_HOMO = -14.3044 eV
net charge = +1
orbital gap = 11.405 eV

The geometry in XYZ format:
```
21
C4H14NO2, DFT ωB97M-V/def2-TZVPD
O -0.2232 -0.0547 -2.3373
C 0.0812 -1.0317 -1.4671
C 0.6639 -0.4850 0.0488
N -0.4777 0.2564 0.6229
C -0.0360 1.1180 1.6771
C 1.0551 -1.6628 0.9415
H 0.1173 -0.0039 -3.2273
H 0.9288 -1.7239 -1.7574
H -0.7819 -1.4206 -1.1072
H 1.6712 0.1059 0.0452
H -0.9423 0.8916 -0.1668
H -1.2175 -0.4248 0.9682
H -0.7546 1.8193 1.9632
H 0.8718 1.6346 1.4297
H 0.1298 0.5208 2.5371
H 1.8298 -2.2812 0.7839
H 1.4054 -1.2651 1.8656
H 0.0213 -2.1550 1.1812
H -0.8768 1.9271 -1.8241
H -2.1736 2.0635 -1.2288
O -1.2923 2.1715 -0.9484
```


Entry S
The following is a quantum chemistry calculation of a 2-piece molecular cluster, C4H14NO2 overall, from the OMol25 dataset.

Output
LUMO = -0.1025 hartree
E_HOMO = -14.8034 eV
net charge = +1
orbital gap = 12.014 eV

The geometry in XYZ format:
```
21
C4H14NO2, DFT ωB97M-V/def2-TZVPD
O -0.0645 -2.0070 -0.6142
C -1.3251 -1.3216 -0.6142
C -1.0995 -0.0003 0.0963
N 0.2198 0.5462 -0.3714
C 0.9310 1.4540 0.5987
C -2.2359 0.9847 -0.1868
H -0.0678 -2.6540 -1.3310
H -2.0226 -1.8973 -0.0100
H -1.7013 -1.2175 -1.6313
H -0.9698 -0.1480 1.1709
H 0.8156 -0.2687 -0.5653
H 0.1161 1.0616 -1.2514
H 1.9827 1.3991 0.3708
H 0.6746 1.1249 1.5973
H 0.5460 2.4588 0.4668
H -2.1255 1.9053 0.3838
H -2.2836 1.2262 -1.2448
H -3.1543 0.5054 0.1467
H 3.5689 -1.7358 1.1085
H 4.5368 -0.5847 1.0987
O 3.6583 -0.8312 0.7818
```


Decreasing stability: entry S, entry Q, entry R, entry P


Entry P
The following is a quantum chemistry calculation of a 2-piece molecular cluster, C4H14NO2 overall, from the OMol25 dataset.

Output
LUMO = -0.1108 hartree
E_HOMO = -14.3559 eV
net charge = +1
orbital gap = 11.342 eV

The geometry in XYZ format:
```
21
C4H14NO2, DFT ωB97M-V/def2-TZVPD
C 0.3439 2.3469 -0.7452
C 0.3431 0.9259 -0.2120
C -0.4822 0.7598 1.0560
C -0.4678 -0.6736 1.6060
O 0.8264 -1.2510 1.4985
N -0.2001 -0.0130 -1.2713
H 0.9105 2.4206 -1.6712
H -0.6651 2.7202 -0.9069
H 0.8120 2.9844 0.0033
H 1.3535 0.5783 -0.0372
H -1.5096 1.0761 0.8521
H -0.0774 1.4427 1.8062
H -1.1444 -1.3200 1.0397
H -0.8165 -0.6584 2.6349
H 1.2880 -1.1744 2.3475
H -0.0770 -1.0148 -1.0155
H 0.3068 0.1242 -2.1442
H -1.1822 0.1776 -1.4720
H 0.9389 -3.1792 -1.1023
H -0.5632 -3.4992 -1.0493
O 0.0623 -2.7731 -1.2171
```


Entry Q
The following is a quantum chemistry calculation of a 3-piece molecular cluster, C4H14NO2 overall, from the OMol25 dataset.

Output
LUMO = -0.1107 hartree
E_HOMO = -14.0478 eV
net charge = +1
orbital gap = 11.036 eV

The geometry in XYZ format:
```
21
C4H14NO2, DFT ωB97M-V/def2-TZVPD
C 1.5179 0.5091 1.1404
C 0.0658 0.3696 1.6773
C -1.0182 0.2834 0.5864
C -2.3127 0.0216 0.7161
N -0.4980 0.2729 -0.7884
H 2.0881 0.6887 2.0592
H 1.9353 -0.3329 0.5931
H 1.7143 1.3739 0.5193
H 0.1363 -0.6186 2.1473
H -0.1245 1.2215 2.3151
H -2.7873 0.0426 1.6888
H -2.9202 -0.1425 -0.1698
H -1.2980 0.3848 -1.4184
H -0.1066 -0.6540 -1.0100
H 0.1475 0.9689 -1.2836
H 2.2419 1.0572 -2.5949
H 1.8633 1.9872 -1.5298
O 1.4430 1.4180 -2.1891
H -0.0086 -3.2753 -0.6867
H -1.4242 -3.0267 -1.0725
O -0.6551 -2.5493 -0.6998
```


Decreasing stability: entry P, entry Q